# C13H15N

A molecular structure, C13H15N in a non-equilibrium geometry (ωB97M-V with the def2-TZVPD basis set, OMol25).

Last column: Löwdin charge in e.
Positions of all 29 atoms, in Å:
C: -5.1108 0.3319 -0.7462  -0.04
C: -3.8667 -0.1095 -0.3298  -0.17
C: -2.9277 -0.9014 -0.0157  -0.15
C: -2.0496 -0.7935 1.1337  -0.26
C: -0.8321 0.9881 0.2958  -0.22
C: 0.5079 1.7480 0.2155  -0.07
C: 1.8673 0.8203 0.0604  -0.22
C: 3.1638 1.1685 0.0209  -0.11
C: 4.2675 0.3562 -0.3572  -0.11
C: 4.1521 -1.0358 -0.2950  -0.19
C: 2.9756 -1.4857 0.0657  -0.08
C: 1.7508 -0.5583 0.0437  -0.06
C: 0.0729 -1.1408 -0.1605  -0.10
H: -6.2463 -0.1827 -0.7228  0.12
H: -5.1129 1.0996 -1.5266  0.02
H: -2.6704 -1.2266 -1.3364  0.23
H: -2.4805 0.1669 1.6087  0.15
H: -1.9585 -1.6233 1.6417  0.07
H: -1.2152 0.9117 -0.6229  0.04
H: -1.3246 1.7045 1.1277  0.16
H: 0.4230 2.7896 -0.1199  0.10
H: 0.7292 1.9201 1.4839  0.17
H: 3.5019 2.1835 0.3611  0.12
H: 5.1665 0.8299 -1.0286  0.15
H: 5.1953 -1.5056 -0.5525  0.14
H: 2.9014 -2.6807 0.1777  0.14
H: -0.3987 -0.9425 -1.3741  0.16
H: 0.1953 -2.4178 0.0079  0.16
N: -0.6766 -0.4145 0.9437  -0.14

Forces on atoms 1 to 3 (eV/Å):
0.563 -1.463 -0.401
-7.478 1.469 -1.302
1.849 -1.183 -5.517

## Properties
- Gap between HOMO and LUMO: 9.097 eV
- LUMO level: 0.6 eV
- Energy above the lowest of the compared OMol25 structures with the same formula, charge and spin: 268.8 kcal per mole
- M: 185.27 Da